Below is a cluster of 11 separate species, C26H74O18 in total at a distorted geometry, with properties calculated with ωB97M-V/def2-TZVPD.

Geometry as XYZ:
```
118
Properties=species:S:1:pos:R:3:forces:R:3
C -2.82318 2.95403 -2.09427 -2.9 -0.7 0.3
H -4.63562 -1.45137 2.46492 -0.8 0.3 0.4
H 1.79451 6.48302 0.64725 -0.6 -0.5 0.4
H 6.22602 2.86280 -0.72339 0.0 -0.7 0.5
H -4.35538 -3.22731 -2.10467 -0.3 0.7 0.2
C -0.05245 -4.87510 -1.17232 0.0 1.0 -1.6
H -1.15678 -4.81427 -1.20137 0.4 -0.2 0.5
C -2.66372 -2.04703 -2.49647 0.6 0.7 0.8
C -3.75317 -3.38230 3.25769 1.4 0.7 2.7
H -2.14811 2.67429 -0.15997 -0.9 0.8 0.4
H -0.26703 -1.85527 2.72659 -0.1 0.2 -0.5
H 0.82790 3.79931 1.78699 0.4 -0.3 0.0
H 0.08011 0.83867 -3.46062 0.2 1.1 0.7
C -2.87097 3.40096 -0.63852 1.4 -1.8 -0.8
C 5.84317 2.18756 0.08988 0.2 -0.3 -1.0
C 1.88542 3.49375 -2.72862 0.7 1.8 0.1
O -4.17232 3.42318 -0.14334 -0.3 -0.3 -0.2
H -4.68234 -3.04280 1.60534 0.0 -0.3 -0.2
H 1.81354 3.55677 -1.64928 0.1 -0.4 0.4
H 8.09977 -0.09496 0.32142 -0.2 0.2 0.0
O 1.34698 -1.97531 5.66780 -0.5 0.5 -0.9
O 0.06246 -1.37144 -0.11285 -1.0 -1.9 0.3
C 0.82002 -1.31597 4.43974 0.6 -0.6 2.1
O -3.42464 1.59601 -2.26344 -0.1 0.7 0.1
H 3.26746 -0.77986 -0.01091 0.2 -0.1 -0.3
C 0.12197 -0.00241 4.82509 -0.7 -0.8 -1.5
H 2.29893 1.43783 -2.66451 0.0 0.2 -0.3
H 2.53012 -2.22281 -0.90200 -0.2 1.0 0.6
H -2.79748 -2.04817 -3.56867 -0.7 -0.2 -0.4
H 4.01138 -1.46923 -4.94946 0.2 0.2 -0.1
O 1.99391 -2.83359 -4.15897 -1.7 -0.1 1.4
H -0.33134 0.35092 3.85353 0.6 0.4 1.1
H -4.40468 1.64304 -2.19671 1.1 0.3 0.1
O 4.93864 1.21185 -0.44922 1.0 -0.3 -0.4
O -1.91512 -0.82215 -2.20821 -0.6 -1.2 0.5
C -3.09195 -4.68162 2.99637 -0.5 -1.4 -1.1
H 0.38334 -5.83756 0.58920 -0.1 -0.5 0.3
O -4.89206 -3.09573 2.54835 -1.2 -0.1 -1.0
O 0.46194 -3.73287 -1.89648 -0.1 -0.8 -0.8
H 1.66641 -4.74474 0.16129 -0.9 0.1 -0.5
H -3.81193 -5.50214 3.14620 0.1 0.2 -0.6
O 7.56426 0.57551 -0.11947 0.4 -0.3 -0.5
H -2.00291 -2.90279 -2.28863 0.0 0.4 0.0
H -2.44774 4.37493 -0.64467 0.7 1.0 0.4
H 7.70644 2.22416 1.17222 0.4 0.2 -0.3
H 3.07238 0.04935 -5.39649 0.5 -0.4 -0.1
C 1.61971 2.10500 -3.22651 0.1 -1.1 -0.2
C 0.22853 6.29015 2.17504 0.9 0.3 -1.1
C 0.96895 5.77489 0.94516 2.5 -1.1 0.2
H -2.97877 -2.61915 3.12647 0.0 0.3 -0.2
O -2.51073 -4.76017 1.66018 -1.3 0.0 1.2
H 0.58503 0.08587 -5.16074 -0.6 0.1 0.0
H 2.35061 4.70038 2.14379 0.2 -0.4 0.4
C -3.94666 -2.29587 -1.65624 1.5 -1.3 -0.3
O -0.00930 -3.98663 1.10461 -0.6 2.2 -0.1
O -3.82903 2.28387 2.43507 0.7 0.4 -0.3
O -3.58011 -2.56973 -0.27448 -0.5 -0.2 -0.3
O 0.09528 5.63076 -0.12352 -1.9 0.1 0.8
H 0.15357 1.18368 0.38050 -0.2 0.1 0.0
H -0.19331 -1.38998 -4.30183 -0.3 0.8 -0.1
C 0.54552 -4.85557 0.16858 1.3 -1.4 1.3
H 6.68351 0.96538 1.69947 -0.5 -0.3 0.1
O 0.26370 1.68097 -2.97167 0.2 -0.1 -0.5
H 2.86817 -1.47013 -6.38275 0.5 0.6 1.6
H 5.24693 2.84391 0.70489 0.0 0.0 0.7
H 1.22992 -0.15433 -1.34413 -0.5 -0.2 0.5
O -4.54708 -0.49581 2.62166 -0.5 -0.4 -0.4
C 1.15309 -0.53567 -0.29587 2.0 -0.6 -1.8
C -3.50155 -0.06869 1.81165 2.1 1.1 1.2
C 1.93830 -1.42859 -4.38965 -0.7 -0.3 -1.4
H 0.24628 -5.78403 -1.71754 0.0 0.4 0.1
H -1.02301 -2.43784 4.16695 -0.1 0.0 0.4
C 1.05260 0.61491 0.61670 0.4 1.5 0.5
H 0.50055 5.52029 -0.96296 0.9 -0.1 -1.1
C 3.08493 -1.05195 -5.32693 -1.3 -0.4 -1.4
C 7.00587 1.47584 0.79959 -0.6 1.0 0.5
H 5.53888 0.55421 -0.88001 -0.8 0.6 0.4
H -0.06994 -3.05213 0.74722 0.5 -1.0 0.3
H 2.10522 -0.88754 -3.46013 -0.2 0.1 0.4
H 1.89892 1.32103 0.49913 -0.3 -0.5 0.1
H 2.20370 3.87423 0.60114 -0.1 -0.1 -0.3
H 2.87310 3.87174 -3.03143 0.1 -0.8 0.2
C -0.05671 -2.27304 3.69988 -0.8 0.5 -0.2
H -3.78290 0.20734 0.79085 -0.1 0.1 0.0
H 0.24861 3.95513 -3.36438 -0.5 1.1 -0.3
H -3.99775 -3.30188 4.36918 0.0 -0.3 -1.3
H 1.84798 2.00926 -4.30136 -0.1 0.1 0.3
H 0.97232 0.29265 1.65229 0.2 0.0 0.2
C 2.40348 -1.43269 -0.11329 -0.5 -0.2 0.7
C -2.94777 1.16590 2.58876 -0.3 -0.5 0.7
H -0.77044 -1.02438 -0.42237 -0.6 0.6 -0.6
H 2.29592 -1.95984 0.85866 0.1 0.2 -0.4
H 0.13908 7.38402 2.02978 -0.4 -0.6 0.7
H -2.87784 0.92739 3.70836 -0.1 0.0 -1.5
O 1.01796 4.53582 -3.22708 -0.8 -1.8 -0.1
H 0.58044 -2.24766 6.19663 0.2 0.1 -0.2
H 0.43038 -3.20524 3.54421 0.4 -0.8 -0.1
H 0.08116 -2.95305 -1.50444 -0.1 0.8 0.5
H -3.48791 3.64769 -2.63761 0.6 -0.2 -0.3
C 0.53369 -0.99078 -5.01840 2.0 -0.7 2.3
H -1.94983 1.49183 2.27688 -0.3 0.0 -0.2
H 1.70536 -1.21147 3.80884 0.1 0.6 0.3
H -1.82670 2.88347 -2.47949 0.4 0.1 -0.2
H -4.65353 -1.47492 -1.70751 -0.1 0.0 0.2
H -0.74135 -0.23312 5.46921 0.3 0.0 -0.1
H -0.70072 5.74959 2.17846 -0.7 0.2 0.2
H 0.34330 -1.48837 -5.92785 0.1 -0.5 -1.3
H 0.81169 5.97427 3.04926 -0.3 0.6 0.0
C 1.65240 4.38891 1.37911 -1.0 1.9 -0.4
H 0.75636 0.71366 5.34089 0.1 0.1 -0.3
H 1.28863 -3.09164 -3.45386 1.7 0.5 -1.6
H -4.15235 3.14102 0.78040 0.1 -0.1 0.2
H -4.70740 2.04345 2.71736 -0.4 -0.4 0.3
H -2.35771 -4.88323 3.75012 0.8 0.2 0.4
H -2.54743 -0.08393 -2.15256 0.0 0.3 -0.2
H -3.53220 -3.53513 -0.10732 0.2 0.6 -0.3
H -1.69950 -4.23358 1.68736 0.5 -0.2 -0.3
H -2.68625 -0.82989 1.74330 -0.4 0.3 0.0
```
Forces are in eV/Å.

Calculated values
HOMO energy: -9.8 eV
SMILES: CC(C)O.CC(C)O.CC(C)O.CC(C)O.OCCO.OCCO.OCCO.OCCO.OCCO.OCCO.OCCO
F_max: 3.13 eV/A
Kohn-Sham gap: 10.26 eV
ΔE to the lowest compared entry with this formula, charge and spin: 27.27 kcal/mol

---

Below is a cluster of 13 separate species, C26H76O13 in total at a distorted geometry, with properties calculated with ωB97M-V/def2-TZVPD.

Geometry as XYZ:
```
115
Properties=species:S:1:pos:R:3:forces:R:3
C 2.86835 2.04696 -3.30520 0.3 0.0 0.3
H -0.92330 0.94352 -6.61098 0.0 0.0 0.0
O -1.37453 -0.07013 1.10699 0.8 -0.7 0.4
H 0.06667 2.12079 -4.09339 -0.1 0.1 -0.1
H -6.10541 -1.87380 -2.27204 0.1 0.1 0.0
H 3.88691 0.22120 -1.13871 0.1 0.1 -0.2
C -4.46849 3.68696 -3.23184 0.1 -0.6 -0.8
H -4.07860 -0.44163 -2.09576 -0.2 0.1 0.1
H 2.63973 -1.63493 -1.97154 -0.1 -0.1 0.0
O -4.20430 3.16183 -0.91447 0.1 0.3 -0.1
H 3.95738 4.00828 2.36511 0.0 -0.1 0.0
H -1.55971 -3.73568 -1.14504 -0.1 0.4 -0.2
O -2.88417 -0.94503 3.50783 0.4 -0.1 0.7
H 3.50868 -3.11283 3.89450 0.1 0.0 0.2
H 0.71472 -2.78813 0.61838 0.3 -0.3 0.1
H -1.66687 2.19899 -4.50131 -0.1 0.0 0.0
H -5.54699 3.85356 -3.16645 0.0 0.1 0.2
O -0.23275 0.46949 -6.13935 0.2 -0.1 0.2
H 0.14226 -3.90344 -3.67923 0.2 -0.1 0.1
O 3.07145 1.59567 3.00043 0.2 -0.3 -0.1
C -1.32583 -4.12057 -2.14867 -0.4 -0.7 1.1
C -0.70803 0.27369 -4.79046 -0.3 -0.4 -0.6
H -2.94213 3.98190 -0.34409 -0.6 -0.3 0.0
H -1.63201 -0.31276 -4.85462 -0.1 0.2 0.2
H -4.27033 3.29391 -4.24882 0.0 0.2 0.0
H 3.83359 -2.81715 -1.39542 0.2 0.1 -0.2
H 4.88462 -2.11128 4.45361 0.1 0.0 -0.2
H 3.11009 1.48201 0.89512 0.0 -0.2 0.3
C -0.11432 0.05894 4.42121 -0.8 0.7 0.3
C -0.74601 0.49782 0.00411 -0.4 0.1 0.7
C -4.10389 -2.32724 5.01038 0.4 -0.8 0.3
H -3.95530 4.64008 -3.09401 0.1 0.0 0.1
H 2.37717 1.07237 -3.28109 0.1 0.0 -0.2
H -5.02879 -1.84697 4.70073 0.1 0.2 -0.2
H -1.39956 0.39742 -0.88914 0.3 0.1 -0.2
H -1.24917 -5.20242 -1.95476 0.5 0.0 -0.4
C 4.09036 3.24238 1.59531 -0.1 0.5 0.0
H 5.56537 0.06297 -2.69014 0.0 0.0 0.0
O -2.40264 -3.91258 -3.06362 0.2 0.1 -0.2
H -1.11429 1.40005 -3.01644 -0.2 0.1 0.0
H 1.15148 0.45042 -1.04260 0.0 -0.3 -0.2
C 3.94248 -2.10696 3.90639 -0.5 -0.1 -0.1
H -5.99544 -2.27061 -0.57345 0.0 0.2 0.1
C 2.43593 2.86224 -2.09015 -0.1 0.4 -1.4
H 0.40861 4.04316 0.52629 -0.2 0.0 0.1
O 3.21872 4.06180 -2.00420 0.1 -0.1 0.2
H -0.63037 1.59058 0.14110 0.1 -0.1 0.0
C -4.28740 -1.21468 -1.33622 0.8 0.6 -0.6
O -3.86434 -0.77443 -0.07339 -0.3 -0.5 0.0
H -0.44151 -0.97621 4.28888 0.2 -0.1 0.0
H -3.08565 -4.55884 -2.87222 -0.1 0.1 0.1
C 0.35827 -4.64121 1.67218 -0.2 -0.1 -0.2
H 0.09035 5.79553 0.59977 0.1 0.0 0.0
H 3.99995 3.75399 0.63270 0.0 -0.1 0.0
H 2.72155 4.77184 -2.41574 0.0 0.0 0.1
H 5.10426 2.84959 1.69064 -0.1 -0.2 0.0
H 1.68006 -0.34350 5.51116 -0.1 0.0 0.1
H -4.33861 -3.38609 5.18459 0.0 0.1 0.2
H 1.41469 -4.91734 1.67648 0.0 0.0 0.2
H 0.80192 -3.64138 -2.03910 -0.1 -0.1 0.1
C 0.60465 -0.14296 -0.29541 0.1 0.1 -0.4
C 0.74636 0.21892 5.64890 1.1 -0.2 -0.2
H -2.30754 -0.91478 2.72604 -0.3 0.3 -0.2
H -4.67291 1.74792 -2.30855 0.2 -0.1 -0.3
H -0.06923 0.30397 2.51649 -0.2 0.3 -0.5
H -0.21642 -2.42835 -2.81235 0.0 0.0 0.1
H 1.06716 1.25060 5.81101 -0.3 0.1 -0.1
H -3.75717 -1.91040 5.95902 -0.1 0.2 0.0
H 2.61288 2.57233 -4.22697 -0.2 -0.1 0.0
H -6.32963 -0.58764 -1.07323 0.1 0.0 0.1
H -1.03170 0.64157 4.56036 0.0 -0.2 0.0
H -0.10689 -5.13642 0.81561 0.0 -0.1 0.1
H 4.66768 -3.27638 1.60460 -0.1 0.0 0.0
H 3.10850 -1.66314 1.96800 -0.1 0.1 0.2
H 0.59178 -2.58031 2.36982 0.5 -0.4 0.0
C -4.03948 2.65497 -2.17954 -0.2 0.8 1.6
H 0.93783 5.04760 -0.81108 0.2 0.3 0.3
C 0.19983 -3.15690 1.51694 -0.6 1.3 0.0
C -5.76417 -1.48954 -1.30423 -0.3 -0.5 -0.1
H -2.07397 -2.70407 4.36601 0.1 0.0 -0.1
H -1.03534 3.84995 -1.46913 0.0 0.1 -0.1
O -1.17015 -2.78159 1.40763 0.5 -0.5 0.0
O 0.53863 0.54631 3.25835 0.0 -0.6 0.1
H -2.96969 2.37849 -2.28975 -0.1 -0.2 -0.7
H 1.26405 -0.22433 0.57650 -0.2 0.2 0.2
H 0.00084 -0.38874 -4.29212 0.3 0.2 -0.1
C -0.88237 1.58002 -4.06752 0.4 -0.1 0.4
H -3.33844 -2.83378 3.07595 0.3 -0.6 0.3
H 2.03818 2.69386 1.58064 0.0 -0.1 0.0
H 4.38157 -0.57286 2.47579 0.2 -0.1 -0.2
H -2.90485 -0.62303 -0.05313 -0.1 0.2 0.5
O 5.04389 -0.73680 -2.58447 0.2 -0.1 -0.1
O 5.01043 -2.38564 1.71645 0.5 0.2 0.0
C 0.15083 4.92763 -0.05648 0.0 -0.1 -0.7
H 2.51289 2.30777 -1.15941 0.0 0.1 0.1
H 2.94867 -1.86335 -0.24033 -0.1 0.2 0.0
H 3.95308 1.91744 -3.32741 0.0 -0.2 0.2
H 5.16129 -0.78182 -0.48164 0.1 -0.2 -0.2
H 0.43620 -1.16163 -0.65741 0.1 0.1 -0.2
C 3.41200 -1.82220 -1.22510 0.0 -0.4 -0.1
H 1.40078 3.13724 -2.31059 -0.2 -0.1 0.7
H -1.36796 5.59977 -1.44625 0.1 0.0 0.0
H 2.25653 1.06753 3.11289 -0.1 0.2 0.1
O -2.18634 4.48909 0.11265 0.4 0.3 -0.2
H -1.15443 -1.78588 1.30637 -0.4 0.3 -0.4
H -0.13634 -4.98285 2.58198 0.1 -0.1 0.0
H -3.71094 -2.07662 -1.70847 -0.2 -0.2 0.3
C -1.15963 4.72365 -0.80684 -0.2 -0.5 0.6
H 0.27915 -0.14985 6.56162 -0.2 0.0 -0.1
H 3.24520 -1.46952 4.45328 0.0 0.0 -0.1
C 3.00500 2.19775 1.72664 0.0 0.3 -0.3
C -3.00419 -2.28513 3.96268 -1.1 0.9 -1.0
C -0.06509 -3.50286 -2.68267 -0.2 0.2 -0.7
C 4.07788 -1.61919 2.47730 -0.3 0.0 0.0
C 4.43626 -0.71797 -1.29968 -0.5 0.3 0.5
```
Forces are in eV/Å.

Calculated values
HOMO energy: -1.1 eV
F_max: 1.81 eV/A
Kohn-Sham gap: 5.08 eV
net charge: -2

---

> Among the records above, which one has the highest HOMO energy?

C26H76O13